(1)
# C4H7FN2S

One molecule with the formula C4H7FN2S at a distorted geometry (ωB97M-V/def2-TZVPD, the OMol25 dataset).

The energy relative to the best compared isomer or geometry (same formula, charge and spin) comes out at 119.9 kcal per mole. The LUMO energy (alpha / beta) is 0.62 / 0.62 eV.

Geometry as ORCA input:
```
! RIJCOSX wB97M-V def2-TZVPD def2/J DEFGRID3
* xyz 0 1
C -0.122 0.675 0.113
C 1.442 -1.582 -0.416
C 0.456 -1.810 0.732
C -1.881 2.422 -0.008
N -0.789 1.543 -0.394
N 0.982 -0.446 -1.183
F 2.139 0.354 -1.351
S -0.055 -0.307 1.534
H 2.494 -1.566 -0.153
H 1.193 -2.436 -1.060
H -0.381 -2.487 0.476
H 0.750 -2.383 1.644
H -1.620 3.390 -0.564
H -1.756 2.741 1.002
H -2.853 1.894 -0.373
*
```

These are the natural (NBO) partial charges, in e, on atoms 1 to 5: atom 1 (C): 0.2758, atom 2 (C): -0.3101, atom 3 (C): -0.5582, atom 4 (C): -0.4372, atom 5 (N): -0.4356

(2)
# C36H49GeN2O9PTa

C36H49GeN2O9PTa as an isolated structure at a distorted geometry (ωB97M-V/def2-TZVPD, the OMol25 dataset).

The energy relative to the best compared isomer or geometry (same formula, charge and spin) comes out at 77.9 kcal per mole. The LUMO energy (alpha / beta) is 1.35 / 1.34 eV.

Geometry as ORCA input:
```
! RIJCOSX wB97M-V def2-TZVPD def2/J DEFGRID3
* xyz -1 1
Ta -0.808 -2.086 -0.411
O 5.031 -3.792 -2.413
C 3.740 -3.530 -2.083
C 3.031 -2.444 -2.615
C 1.744 -2.215 -2.192
N 1.109 -2.962 -1.271
C 1.729 -4.118 -0.890
C 3.049 -4.395 -1.252
C 0.947 -5.268 -0.375
O 1.419 -6.393 -0.457
O -0.321 -5.136 0.008
C 0.923 -1.091 -2.816
O 1.441 -0.396 -3.681
O -0.259 -0.990 -2.372
H 5.342 -3.125 -3.038
H 3.452 -1.784 -3.362
H 3.490 -5.322 -0.922
O -0.867 -0.046 3.104
C -1.183 -0.610 2.064
O -0.337 -1.320 1.329
C -2.518 -0.610 1.468
C -3.675 -0.044 1.970
C -4.863 -0.169 1.259
C -4.851 -0.884 0.052
C -3.674 -1.429 -0.398
N -2.500 -1.306 0.285
C -3.479 -2.288 -1.604
O -4.377 -2.533 -2.394
O -2.262 -2.742 -1.669
H -3.627 0.479 2.913
H -5.779 0.267 1.628
H -5.746 -1.025 -0.536
C -1.699 -4.255 3.769
Ge -0.083 -4.046 2.597
C 1.040 -5.702 2.763
C 1.133 -2.653 3.361
C -0.845 -4.015 0.722
H -1.432 -4.505 4.791
H -2.337 -5.045 3.384
H -2.271 -3.331 3.782
H 1.176 -5.940 3.815
H 2.025 -5.534 2.331
H 0.602 -6.560 2.267
H 1.568 -3.055 4.272
H 0.599 -1.740 3.600
H 1.933 -2.410 2.671
H -1.889 -4.311 0.855
C -0.640 5.109 2.326
C -0.056 3.903 3.051
C 0.472 2.859 2.054
C -0.283 2.925 0.723
C -1.746 3.248 1.013
C -1.871 4.692 1.513
P -0.161 1.339 -0.301
C 1.702 1.121 -0.489
C 2.312 0.428 0.731
C 3.644 -0.228 0.349
C 4.368 0.590 -0.728
C 4.036 2.072 -0.576
C 2.556 2.329 -0.894
C -0.594 1.956 -2.039
C -0.341 3.411 -2.476
C -1.634 4.137 -2.839
C -2.333 3.420 -3.991
C -2.456 1.909 -3.724
C -2.049 1.546 -2.300
H 0.122 5.525 1.663
H -0.911 5.890 3.040
H -0.830 3.460 3.677
H 0.754 4.224 3.710
H 0.367 1.867 2.496
H 1.531 3.048 1.871
H 0.130 3.748 0.131
H -2.116 2.545 1.759
H -2.357 3.120 0.120
H -2.771 4.790 2.122
H -1.984 5.367 0.661
H 1.752 0.400 -1.311
H 1.627 -0.325 1.124
H 2.480 1.159 1.519
H 3.468 -1.241 -0.021
H 4.270 -0.307 1.241
H 4.058 0.256 -1.720
H 5.447 0.434 -0.656
H 4.661 2.668 -1.244
H 4.263 2.386 0.446
H 2.433 2.487 -1.966
H 2.237 3.241 -0.387
H 0.020 1.315 -2.679
H 0.298 3.405 -3.365
H 0.192 3.983 -1.718
H -1.401 5.166 -3.130
H -2.295 4.187 -1.975
H -1.754 3.574 -4.903
H -3.317 3.867 -4.149
H -1.806 1.357 -4.406
H -3.477 1.569 -3.903
H -2.128 0.465 -2.172
H -2.732 2.013 -1.586
*
```

These are the Löwdin partial charges, in e, on atoms 1 to 5: atom 1 (Ta): 1.7304, atom 2 (O): 0.0897, atom 3 (C): -0.2628, atom 4 (C): 0.0634, atom 5 (C): -0.1646

(3)
# C14H22BNO2V

C14H22BNO2V as an isolated structure at a distorted geometry (ωB97M-V/def2-TZVPD, the OMol25 dataset).

The energy relative to the best compared isomer or geometry (same formula, charge and spin) comes out at 4.4 kcal per mole. The LUMO energy (alpha / beta) is 3.04 / 3.03 eV.

Geometry as ORCA input:
```
! RIJCOSX wB97M-V def2-TZVPD def2/J DEFGRID3
* xyz -1 3
C 0.216 -1.448 -3.580
C -1.014 -1.106 -2.935
C -1.010 -1.678 -1.622
C 0.210 -2.412 -1.457
C 0.955 -2.285 -2.677
V 0.667 -0.398 -1.798
C -1.564 2.122 -3.116
C -0.651 2.599 -3.950
C 0.236 3.116 -4.782
N 2.276 -0.457 -1.277
H -1.835 -1.638 -0.918
H -1.811 -0.502 -3.357
H 0.478 -3.005 -0.588
H 1.903 -2.764 -2.896
H 0.508 -1.164 -4.588
H -2.476 1.619 -3.473
H 3.253 -0.350 -1.014
H -1.481 2.236 -2.024
H -0.064 3.644 -5.702
H 1.323 3.044 -4.614
C -0.557 1.908 2.818
C 0.357 0.765 2.385
C 1.611 0.811 3.229
O 0.737 0.994 1.026
B -0.026 0.097 0.273
O -0.921 -0.656 1.012
C -0.398 -0.626 2.346
C 0.532 -1.833 2.530
C -1.567 -0.783 3.285
H -1.503 1.915 2.256
H -0.044 2.862 2.652
H -0.780 1.832 3.887
H 2.079 1.798 3.132
H 1.356 0.660 4.285
H 2.336 0.047 2.925
H 0.893 -1.879 3.566
H -0.042 -2.752 2.340
H 1.397 -1.823 1.851
H -2.295 0.027 3.170
H -2.070 -1.737 3.082
H -1.211 -0.799 4.322
*
```

These are the Löwdin partial charges, in e, on atoms 1 to 5: atom 1 (C): -0.2127, atom 2 (C): -0.2273, atom 3 (C): -0.2355, atom 4 (C): -0.2070, atom 5 (C): -0.2113

> Which value of energy relative to the best compared isomer or geometry (same formula, charge and spin) does entry 1 give?

119.9 kcal per mole

> Which value of energy relative to the best compared isomer or geometry (same formula, charge and spin) does entry 1 give?

119.9 kcal per mole